# C19H40N4O4P

2 unconnected molecules or ions with the total composition C19H40N4O4P (wB97M-V/def2-TZVPD, the OMol25 dataset).

```
68
Properties=species:S:1:pos:R:3:nbo_charge:R:1
C -1.68 5.20 1.08 -0.655
C -0.54 4.15 0.57 -0.095
O -0.71 3.77 -0.84 -0.524
C -0.58 2.34 -0.86 0.573
C 0.84 1.72 -0.80 -0.061
C 2.18 2.61 -0.77 -0.473
C 2.69 2.84 -2.29 0.111
C 1.48 3.20 -3.32 -0.654
O 3.39 1.70 -2.86 -0.750
C 1.02 0.15 -0.77 0.164
C 2.47 -0.55 -0.67 -0.702
C -0.33 -0.68 -0.85 -0.021
C -0.26 -2.28 -0.82 -0.470
C -0.04 -2.97 -2.25 -0.207
C 1.32 -2.56 -3.00 -0.635
C -1.24 -2.76 -3.30 -0.626
C -1.70 0.09 -0.90 0.413
N -2.96 -0.70 -0.94 -0.833
N -1.82 1.54 -0.89 -0.702
P -3.35 2.46 -0.90 1.389
N -4.49 1.75 0.30 -1.165
O -4.18 2.30 -2.39 -0.937
H -2.15 4.77 2.03 0.221
H -2.43 5.37 0.23 0.246
H -1.18 6.20 1.38 0.234
H -0.48 3.21 1.25 0.197
H 0.47 4.69 0.74 0.201
H 2.97 2.18 -0.07 0.251
H 1.94 3.67 -0.37 0.244
H 3.40 3.75 -2.33 0.190
H 0.74 2.34 -3.46 0.210
H 1.99 3.39 -4.33 0.239
H 0.88 4.12 -2.98 0.228
H 4.34 1.92 -3.00 0.490
H 3.10 -0.43 -1.61 0.292
H 3.04 -0.14 0.26 0.252
H 2.34 -1.68 -0.49 0.249
H 0.50 -2.58 -0.02 0.258
H -1.29 -2.64 -0.44 0.250
H 0.01 -4.12 -2.06 0.222
H 1.41 -1.41 -3.04 0.200
H 1.32 -2.93 -4.10 0.233
H 2.28 -2.95 -2.51 0.218
H -1.20 -1.67 -3.64 0.200
H -2.25 -3.08 -2.86 0.226
H -1.00 -3.44 -4.21 0.228
H -3.42 -0.67 -0.01 0.409
H -3.64 -0.25 -1.58 0.369
H -4.18 2.06 1.25 0.396
H -5.37 2.29 0.15 0.412
H -3.99 1.44 -2.83 0.489
C 0.80 -2.24 5.44 -0.617
C 0.00 -1.83 4.21 -0.082
C -0.41 -3.02 3.32 -0.073
O 0.65 -3.53 2.50 -0.562
C 1.51 -4.45 3.16 -0.251
N 0.77 -0.83 3.46 -0.821
H 1.83 -2.51 5.21 0.205
H 0.84 -1.42 6.16 0.226
H 0.33 -3.09 5.95 0.211
H -0.92 -1.36 4.57 0.190
H -1.17 -2.67 2.62 0.172
H -0.87 -3.83 3.90 0.177
H 0.97 -5.07 3.88 0.179
H 2.33 -3.92 3.65 0.169
H 1.95 -5.10 2.40 0.193
H 0.19 -0.49 2.69 0.339
H 1.53 -1.32 2.99 0.354
```

Computed properties:
**Total charge**: +1
**Gap between HOMO and LUMO**: 7.29 eV
**HOMO level**: -11.55 eV


# C19H40NO9S4

5 unconnected molecules or ions with the total composition C19H40NO9S4 (wB97M-V/def2-TZVPD, the OMol25 dataset).

```
73
Properties=species:S:1:pos:R:3:mulliken_charge:R:1
C 40.63 0.05 21.93 -1.144
C 39.35 0.15 22.50 0.651
O 39.15 0.49 23.68 -0.467
N 38.15 -0.08 21.59 0.082
H 38.41 -0.50 20.74 0.440
H 37.46 -0.77 21.94 0.276
C 37.34 1.10 21.33 -0.811
H 41.02 -0.91 22.08 0.436
H 41.20 0.96 22.19 0.194
H 40.50 0.07 20.93 0.486
H 37.89 1.90 20.88 0.136
H 36.77 1.60 22.10 0.338
H 36.90 0.76 20.27 0.414
C 44.84 4.27 21.32 -0.530
C 45.04 4.57 19.92 -1.053
C 44.23 3.70 19.10 -0.475
S 42.85 3.31 20.16 1.103
O 42.90 1.95 20.53 -0.709
O 41.57 3.90 19.64 -0.642
C 43.36 4.32 21.54 -0.700
H 45.53 5.07 21.85 0.276
H 45.26 3.26 21.51 0.295
H 46.06 4.28 19.77 0.319
H 45.04 5.49 19.67 0.615
H 44.65 2.66 18.78 0.345
H 43.86 4.29 18.34 0.288
H 42.85 3.98 22.47 0.389
H 42.96 5.24 21.35 0.436
C 38.53 2.66 17.43 -0.141
C 38.91 4.16 17.44 -0.642
C 37.76 4.80 18.02 -0.220
S 36.35 3.76 17.75 1.144
O 35.40 4.42 16.91 -0.740
O 35.92 3.22 18.98 -0.600
C 37.14 2.48 16.86 -0.845
H 38.61 2.27 18.54 -0.273
H 39.36 2.24 17.01 0.644
H 38.90 4.44 16.45 0.438
H 39.84 4.20 18.00 0.190
H 37.44 5.68 17.64 0.693
H 37.91 4.76 19.15 -0.334
H 36.86 2.86 15.86 0.377
H 36.79 1.47 16.94 0.381
C 36.53 -4.78 26.54 -0.765
C 37.31 -5.32 25.26 -0.378
C 36.21 -5.28 24.30 -0.826
S 35.35 -3.75 24.50 1.045
O 34.01 -4.15 24.31 -0.663
O 36.02 -2.78 23.58 -0.606
C 35.78 -3.44 26.16 -0.961
H 37.13 -4.62 27.34 0.461
H 35.82 -5.58 27.02 0.280
H 37.72 -6.34 25.33 0.340
H 38.21 -4.64 24.95 0.209
H 35.35 -6.00 24.44 0.342
H 36.61 -5.30 23.37 0.459
H 35.01 -3.08 26.82 0.421
H 36.31 -2.71 26.16 0.624
C 38.36 7.05 23.84 -1.004
C 38.88 6.95 22.37 -0.364
C 38.69 5.69 21.96 -0.510
S 39.08 4.51 23.20 1.108
O 40.42 4.08 23.00 -0.560
O 38.12 3.44 23.12 -0.706
C 38.82 5.64 24.56 -0.703
H 37.36 7.10 23.66 0.375
H 38.47 7.97 24.34 0.518
H 40.05 7.24 22.49 0.184
H 38.30 7.68 21.60 0.267
H 39.41 5.43 21.19 0.080
H 37.75 5.58 21.69 0.520
H 39.62 5.82 25.32 0.386
H 37.93 5.28 25.03 0.368
```

Computed properties:
**Total charge**: +1
**Gap between HOMO and LUMO**: 9.64 eV
**HOMO level**: -12.44 eV
**Energy above the lowest of the compared OMol25 structures with the same formula, charge and spin**: 8.6 kJ/mol


# C19H41CeN3OP

A molecular structure, C19H41CeN3OP (wB97M-V/def2-TZVPD, the OMol25 dataset).

```
66
Properties=species:S:1:pos:R:3:lowdin_spin:R:1
C 0.99 1.79 -2.65 0.558
H 1.80 1.86 -1.90 0.017
H 1.15 1.17 -3.52 0.024
H 1.30 -0.73 -0.17 -0.043
C -0.18 2.62 -2.46 0.062
H -1.11 2.27 -2.90 0.002
H -0.37 2.85 -1.39 0.001
C 0.20 3.93 -3.17 0.062
H -0.60 4.65 -3.10 0.014
H 1.10 4.35 -2.70 0.001
H 0.40 3.73 -4.22 0.002
C -1.11 -1.94 -1.31 0.003
C -1.77 -1.20 -2.33 -0.003
C -0.80 -0.85 -3.32 0.011
C 0.47 -1.40 -2.93 0.016
C 0.28 -2.05 -1.65 -0.005
C 1.29 -2.85 -0.89 -0.004
C 1.69 -1.46 -3.78 0.004
C -1.08 -0.18 -4.62 0.001
C -3.25 -1.02 -2.43 -0.001
C -1.80 -2.68 -0.21 0.000
Ce 0.13 0.37 -1.08 0.289
H 2.53 -1.90 -3.22 0.000
H 1.50 -2.09 -4.66 0.002
H 2.01 -0.48 -4.14 0.001
H 2.31 -2.52 -1.13 -0.001
H 1.15 -2.74 0.19 -0.001
H 1.20 -3.92 -1.13 0.000
H -2.63 -2.09 0.19 0.000
H -2.21 -3.64 -0.57 0.000
H -1.10 -2.92 0.61 0.000
H -3.51 -0.25 -3.16 0.000
H -3.73 -1.96 -2.75 0.000
H -3.68 -0.74 -1.45 0.000
H -0.50 0.74 -4.75 0.000
H -0.84 -0.85 -5.47 0.001
H -2.14 0.08 -4.70 0.000
C -1.73 -1.12 3.25 0.000
N -0.28 -0.87 3.18 0.000
C 0.52 -2.09 3.19 0.000
P 0.29 0.51 2.50 0.001
O -0.12 0.70 1.05 0.008
N -0.38 1.78 3.26 0.000
C -1.34 2.66 2.59 0.000
C -0.45 1.80 4.72 0.000
N 1.93 0.47 2.62 0.000
C 2.63 1.33 3.56 0.000
C 2.77 -0.15 1.60 -0.013
H -1.88 -2.00 3.89 0.000
H -2.14 -1.34 2.25 0.000
H -2.26 -0.27 3.70 0.000
H 0.55 -2.57 2.19 0.000
H 1.54 -1.88 3.52 0.000
H 0.05 -2.79 3.90 0.000
H -2.33 2.18 2.49 0.000
H -1.45 3.55 3.22 0.000
H -0.98 2.97 1.60 0.000
H -1.14 1.03 5.10 0.000
H 0.54 1.66 5.17 0.000
H -0.83 2.79 5.00 0.000
H 2.74 0.84 4.53 0.000
H 3.63 1.53 3.15 0.000
H 2.11 2.29 3.69 0.000
H 3.48 -0.84 2.07 -0.001
H 2.15 -0.75 0.90 -0.007
H 3.29 0.62 1.01 0.000
```

Computed properties:
**Total charge**: +2
**Gap between HOMO and LUMO (spin up / spin down)**: 7.11 / 5.74 eV
**HOMO level (spin up / spin down)**: -14.46 / -14.47 eV
**Spin multiplicity**: 2


# C19H41ClFN5O7S2

3 unconnected molecules or ions with the total composition C19H41ClFN5O7S2 (wB97M-V/def2-TZVPD, the OMol25 dataset).

```
76
Properties=species:S:1:pos:R:3:mulliken_charge:R:1
C 0.91 -1.00 1.75 -1.270
C 0.98 -1.69 0.39 -0.133
C 2.35 -1.61 -0.28 -0.464
Cl 3.54 -2.35 0.82 -0.144
N 2.68 -0.20 -0.61 0.384
C 1.82 0.32 -1.71 -0.668
C 1.47 1.80 -1.55 -0.930
S -0.23 2.22 -2.05 -0.199
C -1.11 1.63 -0.67 0.336
N -1.45 2.26 0.40 0.037
N -2.16 1.36 1.18 -0.343
C -2.20 0.27 0.52 -0.201
O -1.56 0.34 -0.66 -0.194
S 4.26 0.19 -0.91 1.093
O 4.29 1.49 -1.47 -0.613
O 4.98 -0.88 -1.50 -0.556
F 4.76 0.33 0.56 -0.196
H -0.05 -0.52 1.91 0.330
H 1.69 -0.23 1.84 0.270
H 1.08 -1.71 2.56 0.388
H 0.78 -2.76 0.49 0.418
H 0.22 -1.30 -0.29 0.050
H 2.36 -2.22 -1.19 0.501
H 2.31 0.16 -2.68 0.318
H 0.91 -0.27 -1.73 0.515
H 1.60 2.11 -0.51 0.409
H 2.09 2.44 -2.17 0.435
H -2.66 -0.67 0.79 0.416
C -0.97 -4.46 -2.97 -0.898
O 0.33 -4.39 -2.43 -0.138
C 0.78 -5.59 -1.79 -0.943
C 1.88 -6.25 -2.58 -0.166
N 1.38 -6.81 -3.83 -0.291
C 2.41 -7.30 -4.74 -0.714
C 3.43 -6.30 -5.28 -0.457
O 2.90 -5.33 -6.16 -0.432
C 2.34 -4.19 -5.54 -0.496
H -1.26 -3.45 -3.26 0.235
H -1.02 -5.10 -3.86 0.328
H -1.69 -4.84 -2.24 0.365
H -0.06 -6.27 -1.63 0.490
H 1.17 -5.30 -0.81 0.353
H 2.30 -7.06 -1.97 0.369
H 2.68 -5.51 -2.73 0.136
H 0.82 -6.11 -4.30 0.097
H 1.90 -7.74 -5.60 0.380
H 2.95 -8.11 -4.24 0.386
H 4.16 -6.87 -5.87 0.348
H 4.00 -5.81 -4.47 0.336
H 2.88 -3.93 -4.62 0.240
H 1.28 -4.32 -5.31 0.148
H 2.43 -3.36 -6.25 0.328
C -4.58 7.22 5.92 -0.711
O -4.82 5.99 5.27 -0.351
C -5.08 6.08 3.88 -0.820
C -3.95 5.50 3.06 -0.147
N -2.75 6.32 3.16 -0.330
C -1.55 5.72 2.57 -0.800
C -1.04 4.41 3.15 -0.122
O -0.50 4.52 4.45 -0.468
C -1.44 4.45 5.50 -0.576
H -4.58 7.03 6.99 0.239
H -3.61 7.65 5.64 0.295
H -5.36 7.95 5.69 0.342
H -5.27 7.12 3.59 0.414
H -5.99 5.51 3.68 0.386
H -4.26 5.45 2.02 0.359
H -3.79 4.46 3.40 0.165
H -2.57 6.52 4.13 0.115
H -0.75 6.46 2.65 0.341
H -1.74 5.57 1.50 0.429
H -0.21 4.09 2.51 0.290
H -1.79 3.61 3.10 0.205
H -2.28 3.79 5.25 0.267
H -1.84 5.43 5.77 0.193
H -0.93 4.05 6.38 0.289
```

Computed properties:
**Gap between HOMO and LUMO**: 8.65 eV
**HOMO level**: -8.39 eV
**SMILES**: CC[C@H](Cl)N(CCSc1nnco1)S(=O)(=O)F.COCCNCCOC.COCCNCCOC


| no. | largest force on an atom (eV Å⁻¹) |
| --- | --- |
| 1 | 4.14 |
| 2 | 11.71 |
| 3 | 3.67 |
| 4 | 0.42 |